Density functional theory data (ωB97M-V with the def2-TZVPD basis set) for the molecule H4N4O2.

The geometry in XYZ format:
```
10
Properties=species:S:1:pos:R:3
N -1.482 0.457 0.474
N -0.902 -0.023 -0.704
N 0.331 -0.700 -0.520
N 1.375 -0.061 0.075
O 1.273 1.147 -0.050
O 2.358 -0.657 0.431
H -1.462 -0.369 0.992
H -0.973 1.180 1.016
H -0.781 0.844 -1.211
H 0.262 -1.819 -0.503
```

Computed properties:
Frontier orbital gap (alpha / beta)   8.112 / 5.783 eV
Multiplicity   3
Charge   0
Relative energy (zero: lowest compared OMol25 entry of this formula, charge and spin)   78.8 kcal/mol
Expectation value of S²   2.01